Entry 1:
{"formula": "H8O4", "method": "the ωB97M-V functional and the def2-TZVPD basis", "multiplicity": 1, "energy_ha": -305.7429, "e_above_lowest_kcal_mol": 22.8, "gap_ev": 11.15, "e_lumo_ev": 0.32, "smiles": "O.O.O.O", "species": ["O", "H", "H", "O", "H", "H", "O", "H", "H", "O", "H", "H"], "positions_angstrom": [[-11.00400, -5.75500, 12.71400], [-11.43400, -6.19900, 13.45900], [-11.66500, -5.14100, 12.30500], [-13.10700, -6.34200, 14.39200], [-13.69800, -6.92200, 14.81200], [-13.47800, -5.49300, 14.47800], [-12.44400, -7.75300, 11.30900], [-12.00500, -7.79600, 10.48700], [-12.08100, -6.98600, 11.77200], [-14.18100, -3.53700, 13.36000], [-13.54900, -3.65900, 12.69400], [-13.93500, -2.77300, 13.88200]], "forces_ev_per_a": [[-0.3987, 0.8890, -0.8939], [-0.3530, 0.3013, 0.0610], [0.8693, -0.8602, 0.9092], [1.8407, -0.4988, -0.7814], [-1.1317, -1.3209, 0.7716], [-0.8451, 1.8803, 0.0455], [-1.1178, -0.0594, 1.2746], [0.8179, -0.0401, -1.3490], [0.2938, -0.2601, -0.1261], [-1.5898, -0.2415, 1.5992], [1.4034, 0.0134, -1.4342], [0.2110, 0.1970, -0.0764]]}

Entry 2:
{"formula": "C17H26BrClF3N4O", "method": "the ωB97M-V functional and the def2-TZVPD basis", "multiplicity": 1, "charge": 1, "energy_ha": -4291.0484, "gap_ev": 4.91, "e_lumo_ev": -6.27, "species": ["C", "C", "Cl", "C", "N", "C", "N", "N", "C", "C", "C", "O", "C", "F", "F", "F", "C", "C", "C", "C", "Br", "H", "H", "H", "H", "H", "H", "H", "H", "H", "H", "H", "H", "H", "H", "H", "H", "H", "H", "H", "H", "H", "N", "C", "C", "C", "C", "C", "H", "H", "H", "H", "H"], "positions_angstrom": [[-3.11394, 3.75390, -3.20400], [-2.23421, 3.00815, -2.09504], [-3.20536, 1.52046, -1.57531], [-0.77118, 2.60222, -2.61994], [0.20659, 2.70029, -1.48679], [1.58920, 2.92594, -1.87533], [2.34534, 4.03703, -1.86331], [2.11350, 1.61389, -2.26753], [1.59201, 0.75105, -1.15960], [1.63766, -0.82441, -1.31465], [0.65070, -1.42842, -2.40326], [-0.70057, -0.95257, -2.30006], [0.57331, -3.01225, -2.10000], [1.85148, -3.48885, -1.74051], [-0.22890, -3.17416, -0.96895], [0.05809, -3.72433, -3.16633], [0.28760, 1.48231, -0.59248], [0.39307, 2.14659, 0.85912], [-0.17209, 1.25521, 2.04204], [-1.73711, 0.96601, 1.98319], [0.75790, -0.48079, 2.28281], [-2.53683, 4.51485, -3.81089], [-3.58240, 2.93924, -3.85409], [-3.97840, 4.24298, -2.64505], [-2.08321, 3.72854, -1.23728], [-0.50788, 3.30515, -3.48337], [-0.81262, 1.55459, -3.06288], [2.74755, 4.30576, -0.95144], [2.60409, 4.58617, -2.68648], [1.92175, 1.29655, -3.22492], [2.35667, 0.97413, -0.33410], [2.70306, -1.13417, -1.58371], [1.38998, -1.31012, -0.32563], [0.98742, -1.29822, -3.47871], [-1.07526, -0.75086, -3.17539], [-0.67472, 0.89197, -0.56239], [1.50840, 2.30912, 1.08487], [-0.05297, 3.19822, 0.84540], [0.00805, 1.84697, 3.00272], [-1.97443, 0.01510, 2.57097], [-2.26646, 1.81448, 2.51202], [-2.15659, 0.80843, 0.94651], [1.21673, -3.49226, 5.33174], [1.09666, -3.35273, 4.00464], [0.33972, -4.19385, 3.20509], [-0.33131, -5.24558, 3.81076], [-0.22247, -5.41389, 5.18280], [0.55720, -4.51513, 5.89324], [1.64242, -2.51827, 3.57765], [0.27685, -4.03104, 2.13612], [-0.93293, -5.92675, 3.21969], [-0.73159, -6.22368, 5.68939], [0.67040, -4.60295, 6.96864]], "forces_ev_per_a": [[-0.5362, -1.0174, 0.6308], [0.3185, 0.9917, -0.9515], [0.9156, 1.0985, -0.1393], [-1.3340, 0.7377, -0.7983], [1.9171, 0.2133, 0.8480], [-1.8522, -3.9480, -2.1976], [-0.6916, 0.5406, 0.2662], [-0.3347, 1.1174, 1.2762], [0.9272, -0.3962, 2.1181], [-0.2941, 0.2571, -0.9501], [-0.0237, -1.1957, -0.3292], [0.7585, 0.3876, -0.0694], [0.3162, 0.4841, 0.7851], [-2.4427, 0.4357, -1.0728], [1.2773, -0.1937, -2.1337], [1.0193, 1.0256, 2.1331], [-0.9846, 1.0017, 0.4966], [1.4348, -0.7520, 0.3591], [-1.1722, 1.2942, 0.3686], [0.0854, -0.4083, 0.5336], [-0.1200, 0.9761, -0.3901], [-0.6338, -0.9135, 0.7911], [0.7632, 1.3287, 0.5628], [1.1798, -0.4779, -0.8854], [-0.2991, -1.2066, -0.6793], [-0.1558, -0.7340, 1.3579], [0.3770, 1.1050, 0.7573], [-0.8322, 0.2646, -0.6472], [0.3538, -0.7703, 0.3176], [0.2834, 0.3729, 0.2588], [-0.8978, -0.6656, -1.0362], [-1.4681, 0.4608, 0.3269], [0.2422, 0.8879, -0.9805], [0.0307, -0.2147, 1.3049], [0.3240, -0.4106, 0.4432], [1.1965, 0.5418, -0.8222], [-1.3224, -0.1506, -0.2574], [0.1559, -1.6558, 0.0954], [-0.0102, -1.0599, -1.2858], [0.3885, 1.3799, -0.7565], [0.4681, -0.8528, -0.8406], [0.5833, 0.3364, 1.1009], [-0.3005, -0.3102, -0.3570], [0.1021, -0.0984, 0.5403], [-0.0229, -0.0395, 0.0408], [-0.0738, -0.0752, -0.0422], [-0.0083, 0.0297, -0.1403], [0.2872, 0.4121, -0.0265], [0.0589, -0.1620, 0.0498], [0.0106, 0.0018, 0.0262], [0.0361, 0.0329, 0.0300], [0.0341, 0.0446, 0.0023], [-0.0343, -0.0513, -0.0328]]}

Entry 3:
{"formula": "C4H7NO", "method": "the ωB97M-V functional and the def2-TZVPD basis", "multiplicity": 1, "energy_ha": -286.6039, "e_above_lowest_kcal_mol": 17.4, "gap_ev": 10.81, "e_lumo_ev": 0.97, "smiles": "NC(=O)C1CC1", "species": ["N", "C", "O", "C", "C", "C", "H", "H", "H", "H", "H", "H", "H"], "positions_angstrom": [[-2.16317, 0.14674, -0.22826], [-1.04184, -0.48502, 0.24245], [-1.03992, -1.66662, 0.53847], [0.16663, 0.40247, 0.35471], [1.23147, 0.25058, -0.70928], [1.47431, -0.24814, 0.67935], [-2.06384, 1.00227, -0.75274], [-2.93943, -0.45254, -0.46921], [-0.02328, 1.40769, 0.72441], [1.05618, -0.48190, -1.49216], [1.73942, 1.15365, -1.03565], [2.17583, 0.29160, 1.30759], [1.42764, -1.32080, 0.84031]], "forces_ev_per_a": [[-0.0393, -0.0574, -0.0706], [0.0622, -0.1730, -0.0138], [0.0062, 0.3667, -0.1216], [-0.1024, 0.0500, 0.1042], [0.0795, 0.0017, -0.2066], [0.1028, -0.0675, 0.1351], [-0.0067, -0.0936, 0.1433], [0.0910, 0.0864, 0.0373], [0.0207, -0.1662, -0.0902], [0.0143, 0.0865, 0.1429], [-0.0875, -0.1553, 0.0590], [-0.1464, -0.0562, -0.0964], [0.0058, 0.1780, -0.0227]]}